No. 1
Formula: C38H58BiBrN7O6SeSi2
Source: the OMol25 dataset
Level of theory: ωB97M-V/def2-TZVPD

```
! wB97M-V def2-TZVPD RIJCOSX def2/J DEFGRID3
* xyz -1 1
Bi 0.379 1.388 -0.341
Br -1.084 1.320 2.167
Se 2.990 -1.843 -1.654
Si 0.452 4.248 1.830
Si -1.386 4.400 -0.882
O 5.625 -1.511 0.603
O 4.419 1.124 0.783
O 2.038 2.541 -2.040
O -1.329 -0.505 -0.005
O 2.302 1.763 0.756
O 5.604 -2.101 2.734
N -3.069 0.190 -1.867
N 3.733 3.420 -0.792
N 1.371 -1.986 1.841
N 1.782 -3.819 -5.714
N 1.466 -0.734 1.421
N -1.057 1.039 -2.629
N 4.178 2.072 -2.598
C -1.477 -1.212 1.052
C -1.818 -1.144 3.506
C -3.015 3.412 -0.785
C 2.579 -2.541 2.049
C -3.206 -4.537 4.590
C -0.689 -2.968 -1.208
C -3.016 -3.688 -0.634
C -1.596 0.114 -5.193
C 0.062 3.612 0.063
C 2.272 -4.541 -4.713
C -2.468 -0.139 -4.164
C -0.223 1.277 -3.635
C -1.583 -3.535 -0.105
C 3.231 0.871 0.915
C -2.177 0.355 -2.880
C -1.499 -0.563 2.305
C 1.628 -2.519 -5.492
C -2.619 -3.140 4.816
C -1.136 4.808 2.753
C 3.526 -1.595 1.721
C 2.493 -2.655 -3.276
C 2.760 -0.468 1.329
C -2.154 -2.490 3.524
C 1.423 3.255 3.149
C 2.645 -4.022 -3.491
C -0.450 0.858 -4.931
C -1.651 -2.626 1.119
C 3.835 1.200 -3.697
C 5.003 -1.749 1.750
C -1.018 -4.916 0.272
C -1.414 -3.245 5.757
C -3.712 -2.278 5.467
C 1.557 5.796 1.573
C -1.826 6.166 -0.259
C 1.952 -1.894 -4.308
C -0.885 4.669 -2.705
C 3.251 2.626 -1.793
C -2.017 -3.192 2.332
H -3.777 -0.505 -2.051
H 1.784 -0.837 -4.168
H 2.369 -5.603 -4.912
H 3.042 -4.653 -2.710
H -1.824 -0.535 4.394
H -2.550 6.140 0.547
H 0.458 -2.428 1.876
H -0.729 -3.610 -2.087
H -3.393 -2.718 -0.949
H 5.001 -1.269 -0.105
H 1.217 -1.948 -6.319
H 2.695 -3.542 2.406
H -0.648 -3.875 5.308
H -4.018 -4.499 3.867
H -1.709 -3.677 6.712
H 2.820 1.437 -4.008
H -0.127 -4.807 0.888
H -0.949 6.689 0.105
H 1.276 6.349 0.684
H 0.342 -2.913 -0.869
H 1.478 6.462 2.426
H -0.985 -2.262 5.933
H -0.002 5.298 -2.765
H 4.524 1.369 -4.526
H 0.258 1.083 -5.712
H -4.112 -2.795 6.339
H 3.889 0.150 -3.399
H 3.009 3.650 -0.119
H -3.698 3.863 -0.071
H 2.178 3.876 3.624
H -3.323 -1.316 5.790
H 1.933 2.408 2.716
H 0.668 1.825 -3.369
H -4.524 -2.098 4.764
H -0.735 -5.457 -0.629
H -0.998 -1.969 -1.493
H -0.656 3.734 -3.201
H -3.602 -4.925 5.527
H -1.795 -0.267 -6.184
H -2.847 2.385 -0.486
H -2.210 -4.251 2.340
H -3.673 -4.073 0.145
H 2.600 5.512 1.470
H -1.676 5.154 -3.272
H 0.929 3.922 -0.516
H -3.361 -0.727 -4.317
H 5.129 2.018 -2.270
H -2.450 -5.234 4.237
H -0.978 4.781 3.827
H 0.767 2.877 3.925
H -2.620 0.112 -0.953
H -1.743 -5.525 0.808
H -3.507 3.389 -1.752
H -1.984 4.172 2.532
H -2.261 6.765 -1.054
H -1.405 5.825 2.497
H -3.041 -4.367 -1.484
H 4.560 3.074 -0.320
*
```

Its frontier orbital gap is 6.35 eV.

No. 2
Formula: C38H58Cl2CsN6P
Source: the OMol25 dataset
Level of theory: ωB97M-V/def2-TZVPD

```
! wB97M-V def2-TZVPD RIJCOSX def2/J DEFGRID3
* xyz -2 1
Cs -0.555 -0.027 -0.719
Cl -1.938 -1.917 -5.532
Cl 0.215 -4.182 -0.954
P -0.580 -0.949 2.683
N 2.717 -2.046 -1.428
N 1.538 -0.205 -3.460
N -1.399 1.766 1.636
N -0.733 -1.808 -2.707
N 2.094 2.355 -1.864
N 3.983 0.260 -0.406
C -3.513 1.941 2.829
C -3.044 -0.470 4.048
C 3.460 -1.759 -3.788
C -2.164 -2.885 1.455
C 3.622 -2.143 -0.309
C -1.393 -3.293 -4.568
C -0.560 -5.506 -3.165
C -1.058 -2.750 2.503
C 2.347 2.125 -3.279
C 0.464 -0.879 4.226
C -1.760 4.505 -1.542
C -2.313 1.245 2.471
C 4.257 2.694 -0.710
C -2.700 2.619 -0.300
C -1.088 -5.690 -4.446
C -0.832 -2.965 -3.225
C -0.757 4.597 -0.583
C -1.361 -3.616 3.725
C 3.623 -0.836 0.477
C 1.285 0.412 4.129
C 0.402 3.842 1.519
C -3.749 1.536 -0.256
C 4.007 1.545 0.267
C 3.079 -2.724 -2.665
C -0.445 -4.259 -2.606
C -2.094 -0.007 3.131
C -1.504 -4.533 -5.130
C 2.968 3.325 -1.230
C -4.208 0.204 4.370
C -2.715 3.511 -1.368
C 1.320 1.155 -3.865
C 2.253 -1.050 -4.401
C -1.662 2.706 0.670
C -1.803 5.422 -2.737
C -0.240 -0.930 5.579
C -0.696 3.734 0.501
C -5.203 -0.342 5.360
C -4.413 1.437 3.732
H -1.902 -2.422 0.500
H 3.070 1.742 0.822
H 1.918 0.543 5.013
H 1.919 0.417 3.241
H 3.393 -2.985 0.366
H 0.619 1.276 4.054
H 1.040 4.705 1.313
H 4.349 -0.891 1.298
H -1.466 -4.658 3.405
H -3.492 3.399 -2.120
H -0.231 -6.367 -2.590
H 1.568 -1.821 -4.783
H -1.172 -6.675 -4.884
H -5.306 2.012 3.967
H 1.012 2.935 1.539
H 4.634 -2.295 -0.696
H 0.009 5.363 -0.682
H -0.901 -0.070 5.697
H 4.859 2.308 -1.538
H 2.630 -0.688 0.942
H -2.860 -1.417 4.540
H -4.503 1.723 0.511
H -4.254 1.461 -1.220
H 3.916 -3.414 -2.483
H 0.328 1.469 -3.520
H -0.942 6.094 -2.740
H 4.805 1.516 1.019
H 2.233 -3.339 -2.992
H 2.582 -0.459 -5.268
H -0.840 -1.829 5.717
H 1.325 1.293 -4.960
H 4.845 3.483 -0.229
H 2.331 3.076 -3.845
H 3.344 1.690 -3.401
H -3.688 2.908 2.370
H -3.089 -2.433 1.823
H 4.165 -1.018 -3.390
H 0.652 -0.687 -3.232
H -2.293 -3.338 4.218
H -0.142 -3.154 2.053
H -2.705 6.040 -2.743
H 3.297 0.272 -1.161
H -2.361 -3.938 1.239
H 3.210 4.167 -1.904
H -1.787 4.859 -3.673
H 3.971 -2.319 -4.583
H -0.557 -3.579 4.461
H 1.763 -2.280 -1.180
H -5.346 0.331 6.211
H 0.502 -0.895 6.385
H 1.146 -1.734 4.139
H -0.012 3.937 2.526
H -3.323 0.556 -0.029
H 2.426 3.744 -0.378
H -4.862 -1.302 5.754
H -1.923 -4.621 -6.128
H -6.185 -0.504 4.906
H 1.132 2.654 -1.745
*
```

Its frontier orbital gap is 3.46 eV.

No. 3
Formula: C38H58O31S
Source: the OMol25 dataset
Level of theory: ωB97M-V/def2-TZVPD

```
! wB97M-V def2-TZVPD RIJCOSX def2/J DEFGRID3
* xyz 0 1
S 1.255 0.628 0.070
O 0.310 -0.441 -4.814
O 0.592 3.477 -2.836
O -2.165 3.306 1.128
O -2.817 -3.143 0.907
O 1.518 -2.045 -5.852
O 1.693 0.274 -1.242
O 2.326 7.306 4.113
O 6.628 -0.262 -2.519
O 7.795 -0.936 -4.311
O -4.096 -3.018 -0.902
O 1.677 -0.477 1.174
O -0.427 -5.795 -0.660
O 5.768 0.010 -4.542
O -3.343 -1.134 0.000
O 0.529 -4.104 0.475
O -0.031 -2.590 -4.321
O -0.297 0.181 0.180
O -7.357 1.970 3.887
O 2.501 3.058 -3.872
O -1.433 2.991 3.236
O 2.459 3.314 -1.619
O -0.257 -1.948 4.732
O 1.428 -2.037 6.216
O 1.930 5.104 4.028
O -6.928 1.340 1.769
O 1.679 -5.166 -1.042
O 3.619 5.799 5.236
O -5.462 0.871 3.357
O -0.291 4.244 1.728
O 0.601 -0.051 5.596
O 1.483 1.939 0.630
C -0.815 4.197 -4.651
C -6.677 1.399 3.096
C 2.539 6.201 4.508
C 1.279 -3.366 5.727
C 6.831 -0.430 -3.838
C 0.580 -1.235 5.557
C 3.596 4.401 5.437
C -0.668 -0.426 1.435
C 3.198 -3.467 -1.750
C 0.678 -1.717 -5.083
C -1.575 3.766 -0.079
C 1.764 -3.416 0.435
C -3.912 -5.262 -1.730
C 2.640 -4.203 -0.545
C 2.289 3.941 4.777
C 0.221 3.174 -4.212
C -3.123 -4.489 0.579
C -3.424 -2.320 0.056
C 0.496 -5.063 -0.460
C 2.367 2.766 3.828
C 3.425 -0.027 -4.020
C -0.036 -3.977 3.566
C 1.555 3.217 -4.927
C -0.581 4.789 0.456
C -0.668 -2.255 -2.074
C -0.976 -1.861 -3.506
C -1.339 3.539 2.185
C -2.710 4.316 -0.942
C -0.032 -3.346 4.942
C -5.432 1.493 -0.104
C -4.200 -4.389 -0.522
C -5.834 0.701 1.112
C -4.757 0.438 2.192
C -0.738 -0.405 -3.869
C 4.767 0.549 -3.629
C 1.914 3.287 -2.674
C 0.675 -0.543 2.166
C 5.299 0.148 -2.251
H -1.123 2.868 -0.511
H 1.510 2.691 3.160
H 0.764 -1.427 2.788
H -1.221 3.819 -5.594
H -1.967 -2.217 -3.790
H 0.371 4.876 -0.066
H -4.594 -4.996 -2.542
H -1.670 4.147 -3.979
H 0.004 -5.068 3.671
H 0.919 -3.781 3.070
H 0.289 -1.877 -1.720
H -1.666 -0.031 -4.310
H 3.204 0.496 -4.951
H -6.170 -0.283 0.772
H -2.198 -4.967 0.251
H 1.727 2.452 -5.682
H 3.597 4.080 6.482
H -0.712 -3.348 -2.067
H -1.480 -1.971 -1.401
H 3.984 -2.769 -1.462
H -1.397 0.222 1.910
H -3.971 -6.329 -1.519
H -0.425 5.205 -4.746
H -1.019 5.789 0.520
H -0.796 -3.846 5.547
H -2.946 -5.120 -2.221
H -6.174 1.560 -0.897
H -3.064 5.304 -0.627
H -5.185 -4.589 -0.098
H 0.815 0.336 2.804
H 1.820 4.183 -5.371
H 3.399 -4.809 -0.049
H 2.405 1.835 4.400
H -0.532 0.202 -2.986
H -4.521 -0.622 2.229
H -3.527 -5.056 1.420
H -0.160 2.153 -4.198
H 2.240 -3.375 1.416
H 2.694 0.212 -3.252
H 3.770 -4.223 -2.293
H 1.523 3.740 5.528
H 4.683 -0.673 -1.876
H 2.119 -3.635 5.079
H 5.284 0.981 -1.552
H -5.039 2.471 0.177
H 4.514 3.951 5.050
H 3.393 -1.103 -4.175
H 1.281 -4.074 6.553
H -3.639 3.777 -0.731
H -3.807 0.956 2.064
H 2.389 -3.066 -2.354
H -2.589 4.342 -2.022
H 4.914 1.608 -3.845
H 3.247 2.810 3.184
H 1.671 -2.377 0.118
H -1.053 -1.433 1.285
H -0.805 -3.757 2.832
H -4.582 0.961 -0.545
*
```

Its frontier orbital gap is 10.45 eV. The SMILES is C[C@H]1COC(=O)O1.C[C@H]1COC(=O)O1.C[C@H]1COC(=O)O1.C[C@H]1COC(=O)O1.C[C@H]1COC(=O)O1.C[C@H]1COC(=O)O1.C[C@H]1COC(=O)O1.C[C@H]1COC(=O)O1.C[C@H]1COC(=O)O1.O=S1(=O)OCCO1.

No. 4
Formula: C38H59BrN5O2SiW
Source: the OMol25 dataset
Level of theory: ωB97M-V/def2-TZVPD

```
! wB97M-V def2-TZVPD RIJCOSX def2/J DEFGRID3
* xyz 3 3
W -1.711 -1.291 -0.722
Br 2.550 1.809 -0.116
Si 4.443 2.642 0.922
O -2.682 -2.726 -1.736
O -4.159 -4.464 -1.824
N 0.190 -2.262 -1.319
N -1.336 -0.151 -2.546
N -0.358 -0.660 0.790
N -6.402 -3.531 0.119
N -2.432 0.680 -0.080
C -7.624 -5.386 -1.788
C -3.970 -3.215 0.243
C 5.121 -0.124 0.751
C -5.238 -3.304 0.866
C 0.136 -0.280 -2.897
C -3.664 -3.538 -1.189
C 6.669 4.326 0.013
C -8.025 -4.373 -4.553
C -2.137 0.867 1.381
C 0.570 -1.729 -2.692
C 0.803 -1.299 0.936
C 5.230 1.084 1.707
C -6.682 -3.115 -1.173
C -6.884 -2.282 -3.864
C 4.486 0.757 3.032
C -1.835 1.248 -2.461
C -0.067 0.464 2.861
C -1.865 1.742 -0.999
C 1.534 -1.187 2.112
C -6.293 -1.823 -1.562
C 5.518 3.393 -0.479
C -0.787 0.230 1.693
C -4.237 -2.675 3.003
C 6.116 2.263 -1.345
C 1.243 -2.193 -0.228
C -7.264 -3.969 -2.153
C 3.799 3.918 2.197
C 6.718 1.317 2.058
C -5.309 -3.138 2.259
C -6.310 -1.442 -2.915
C -2.886 -2.793 1.009
C -7.385 -3.535 -3.493
C 4.610 4.201 -1.437
C 1.075 -0.313 3.118
C 4.888 4.346 3.223
C 3.357 5.189 1.435
C 2.539 3.426 2.945
C -2.996 -2.470 2.376
H 1.668 -1.803 -2.822
H 1.406 -3.211 0.176
H -1.838 -0.603 -3.331
H 7.182 4.688 -0.879
H 4.448 5.120 3.851
H -2.949 0.394 1.986
H 6.289 5.204 0.527
H 6.631 2.707 -2.205
H -6.255 -3.267 2.766
H -5.888 -0.488 -3.205
H 5.777 4.768 2.746
H -2.835 1.315 -2.877
H 7.133 0.424 2.534
H -0.841 2.014 -0.704
H 0.797 0.382 -2.303
H -4.327 -2.472 4.067
H -6.920 -1.969 -4.911
H -9.076 -4.594 -4.317
H 2.641 2.510 3.512
H 5.224 3.547 3.901
H 5.580 -0.993 1.285
H -5.929 -1.128 -0.795
H -2.083 1.960 1.631
H 6.867 2.144 2.770
H -1.180 1.945 -3.016
H -1.885 -2.962 0.547
H -2.480 2.653 -0.966
H -7.517 -5.342 -4.703
H 4.194 5.697 0.970
H 2.232 -1.840 -0.613
H 5.723 0.019 -0.143
H 3.831 3.565 -1.886
H -0.430 1.208 3.552
H -8.585 -5.533 -1.302
H 7.313 1.529 1.163
H 2.439 -1.776 2.214
H 3.401 0.623 2.880
H -7.567 -6.011 -2.687
H -7.964 -3.815 -5.499
H -2.105 -2.096 2.912
H 4.095 -0.398 0.472
H -6.845 -5.764 -1.102
H 2.258 4.204 3.657
H -7.014 -4.225 0.515
H -3.460 0.737 -0.183
H -0.047 -3.268 -1.413
H 4.906 -0.156 3.482
H 1.682 3.293 2.292
H 0.288 -0.069 -3.957
H 0.129 -2.357 -3.480
H 5.239 4.558 -2.272
H 1.619 -0.260 4.047
H 5.378 1.561 -1.739
H 7.400 3.840 0.651
H 4.146 5.070 -0.992
H 2.616 4.959 0.653
H 4.647 1.523 3.780
H 2.889 5.902 2.128
H 6.895 1.705 -0.840
*
```

Its frontier orbital gap (spin up / spin down) is 3.88 / 3.83 eV. The expectation value of S² is 2.016.

no.,calculated total energy (hartree)
1,-8086.8352
2,-3093.1710
3,-4213.5129
4,-4837.3944